Below is a cluster of 13 separate species, C78H210N21O25P7 in total at a distorted geometry, with properties calculated with ωB97M-V with the def2-TZVPD basis set.

## Properties
- 2S+1: 1
- Highest occupied orbital energy: -8.4 eV
- ΔE to the lowest compared entry with this formula, charge and spin: 0.000 eV
- Calculated total energy: -8518.16291 Eh
- Strongest force on any atom: 3.47 eV/Å
- LUMO energy: 0.12 eV

Last column: Mulliken charge in e.
Geometry (Å):
C1 -6.937058 4.809031 -0.578740  -1.145
O1 2.738751 -5.360404 -4.071028  -0.249
H1 -5.783169 -0.848623 2.850562  0.532
H2 4.596733 1.997186 -2.409006  -0.131
C2 4.093775 2.514018 -4.346928  0.666
H3 -3.213000 -6.325950 0.425341  0.255
H4 -1.790790 -8.240500 2.839856  0.237
H5 -0.426756 -2.351126 -7.799270  0.465
H6 7.673212 -2.094553 1.616703  0.290
H7 4.432702 -1.131685 4.556733  -0.125
C3 1.289631 -0.094011 0.176204  1.225
O2 -1.428393 -2.577769 -0.055411  1.334
H8 1.212283 -0.615458 1.163449  -0.879
O3 4.664687 3.020099 -5.589224  -0.312
C4 3.373513 -6.252530 -6.982896  -0.706
H9 3.994922 -0.312066 2.119545  -0.446
C5 -0.660880 -7.671554 7.868847  -1.116
C6 3.760748 -0.923170 -2.959679  -1.039
C7 2.977626 6.012884 2.808472  -1.221
H10 -3.949901 -6.028384 -4.464419  0.233
H11 2.472211 -4.745939 7.702496  0.223
H12 -1.162137 0.587167 1.328082  0.143
H13 2.682685 -4.671529 -2.066086  0.240
H14 -0.420744 -5.080257 -7.932034  0.456
H15 4.578325 2.906246 4.636660  0.418
H16 -5.477726 3.929082 -3.442081  0.419
H17 0.937767 -6.483213 -4.126556  -0.296
H18 0.118655 -7.746286 -2.298106  0.226
P1 5.721213 -2.987067 2.886514  0.242
H19 2.368541 10.805711 -6.858825  0.313
H20 3.571378 -6.455183 6.277748  0.441
O4 -1.147869 -4.926858 -4.195912  -0.606
N1 -3.409914 -3.979490 -4.686943  0.650
H21 3.137365 9.421271 -6.087603  0.320
H22 5.204093 5.360848 -1.923219  0.340
C8 1.433299 2.316951 -1.531210  -0.414
H23 0.168343 10.009905 4.078580  0.311
H24 2.871067 0.963903 1.025364  -1.523
H25 0.358691 -2.192990 -1.191303  -0.451
C9 -0.377045 -4.988532 -6.865617  -1.247
H26 -3.392126 -7.870082 3.621857  0.236
O5 -2.647958 -6.299420 2.752033  0.264
H27 2.459846 1.742983 5.249519  0.535
O6 -0.064883 0.139118 -0.358241  0.857
H28 -3.321704 -8.060682 1.871464  0.372
C10 0.864101 0.720966 3.693171  -1.171
C11 2.656106 -7.046748 6.134582  -1.200
C12 3.219875 -3.153624 -3.544992  -1.283
H29 -3.625588 -3.653596 0.608888  -0.242
H30 1.840623 -8.450010 -5.195595  0.291
C13 7.662555 1.666639 0.099680  -0.828
O7 2.246098 0.841112 3.419114  0.552
C14 -2.764558 3.232010 3.302425  -0.405
H31 -0.785385 5.604248 -5.370112  0.341
H32 -0.762838 -6.390812 1.893820  0.809
C15 0.685550 8.924930 0.302597  -0.729
N2 0.021685 7.948087 1.088794  0.502
H33 -1.672838 7.059374 -5.035116  0.294
N3 -5.055596 1.856326 -0.619922  0.540
H34 -5.224442 -3.647390 5.086127  0.083
H35 0.268072 6.197658 -2.753990  0.040
H36 -1.223300 7.267301 -0.439265  -0.116
H37 2.776946 3.436679 -6.262801  0.338
O8 2.081982 8.916394 -3.933939  -0.996
O9 5.676119 3.703713 -2.876885  -0.469
H38 -1.367830 9.802905 -2.516222  0.272
C16 5.758504 2.765574 2.180718  -0.568
H39 -2.504207 3.941505 4.114538  0.255
N4 1.219261 8.289837 3.458241  0.308
C17 2.310970 6.163176 0.489370  -0.284
H40 3.372044 3.824238 -8.553340  0.358
H41 -4.655586 -2.143821 3.148215  -0.721
H42 0.480066 -0.260001 3.452048  -0.164
P2 -3.168260 0.737732 4.395498  -1.333
H43 -2.061523 -0.011601 7.708138  0.413
H44 8.268093 2.600099 -0.024364  0.308
C18 1.653362 -5.475075 7.708165  -1.258
C19 -5.194968 -4.606811 4.543334  0.475
H45 1.308062 -4.142225 -3.122235  -0.506
O10 -1.350744 -7.075356 -0.285667  -0.255
C20 -4.760564 -1.064204 3.102218  0.362
H46 3.241555 -0.426715 -3.820881  0.293
H47 0.688645 -4.926780 -6.669046  0.390
H48 -6.305109 -3.590824 2.214926  -0.250
H49 -3.977926 -1.948060 0.154673  -0.325
H50 2.775142 -7.918251 6.803546  0.238
C21 0.189832 -4.030342 4.106749  -0.482
C22 -1.307629 7.609214 0.618969  -0.838
C23 -0.281988 10.924844 -4.579063  -1.314
H51 2.937443 -5.682384 -7.803078  0.250
O11 4.419749 2.491288 2.600949  0.774
H52 -0.383619 -3.115808 6.542373  0.222
O12 -4.589504 4.025105 0.567602  -1.048
H53 -0.129943 -8.549788 7.543003  0.317
H54 0.648769 0.908029 4.746674  0.356
C24 4.497387 -2.743903 0.587117  -1.458
C25 -4.163404 -2.996887 -0.111140  1.316
H55 2.788564 6.306798 3.826702  0.553
H56 -1.237248 11.360079 -4.918822  0.352
H57 -0.811440 8.407168 4.066665  0.300
C26 5.746435 3.041103 0.665888  0.067
H58 -5.971384 -4.659153 -1.352994  0.073
H59 -1.683636 6.866108 1.283189  0.450
C27 -5.458196 -0.440161 5.276150  -1.165
C28 -2.309762 -1.735331 -3.321760  -0.625
H60 0.130472 9.054979 -8.240943  0.277
C29 -0.206519 -2.962222 -0.656112  -0.766
H61 -1.647145 2.965838 -1.845600  0.181
P3 -1.780975 -3.818880 -4.948106  0.101
H62 7.920398 1.314659 1.125586  0.139
C30 -1.223267 -1.625313 1.028191  -0.577
H63 0.107322 -1.984031 -5.683642  0.321
H64 4.270676 -3.428054 -3.593132  0.504
C31 -0.041704 9.458144 -7.209039  -1.000
H65 -0.091156 -8.997265 -0.158935  0.194
H66 4.530858 4.695312 -7.484779  0.351
N5 -0.995828 -6.663498 6.856385  0.386
H67 -7.914369 -5.567299 -0.239479  0.386
O13 -0.281957 6.299903 2.942363  -0.988
C32 -1.671063 -5.783779 1.810608  0.524
H68 2.082575 10.060271 2.874477  0.331
H69 5.755275 -0.217661 2.389292  -0.166
H70 -3.314173 -5.300925 -3.023087  0.003
H71 0.467473 11.213306 -5.302458  0.441
N6 -3.669842 3.470426 -1.934682  0.854
H72 0.359330 -1.883689 -3.905492  0.055
H73 -1.088074 8.098193 -3.011805  0.023
C33 5.125769 2.444418 -3.251050  0.145
H74 -8.039472 -3.050889 2.287615  0.280
O14 6.272830 1.899086 -0.048331  0.164
H75 -4.706233 -4.474864 3.590708  -0.362
H76 4.868935 1.203002 4.138918  -0.146
H77 -5.726904 1.677642 3.894732  0.115
H78 3.272482 1.956022 -6.821933  0.298
H79 -0.110610 -7.228383 8.674924  0.289
C34 4.667104 4.541414 -2.381557  -0.395
H80 0.639455 2.866535 -0.972376  0.340
C35 2.389951 -4.349093 -3.117551  0.806
H81 -2.059087 -5.197789 -0.304220  -0.727
H82 -2.705894 -7.702835 6.118308  0.642
H83 0.922324 1.546149 -2.117870  -0.220
O15 -7.654013 -4.997586 1.619832  -0.393
N7 -4.406180 -0.355673 4.340467  1.640
C36 -6.330934 4.110351 -2.824336  -1.294
N8 6.868540 -2.011537 3.534286  0.372
C37 -6.093641 -4.454392 -0.261784  0.131
C38 0.156445 8.917111 4.235184  -1.067
H84 2.524690 -7.415075 5.106758  0.246
H85 4.029405 4.005255 -1.628895  -0.057
H86 -8.388701 -4.944626 3.990192  0.341
N9 1.071885 9.243833 -6.339187  0.316
C39 -1.381158 -2.687781 -7.391803  -1.100
H87 -3.934489 -2.468507 -6.048637  0.319
H88 -2.324306 5.070152 -1.973325  0.210
O16 0.322680 -7.075297 4.457076  -1.186
N10 4.717123 -3.196339 4.175195  0.160
H89 0.300947 -4.658465 3.229343  -0.033
H90 -3.070436 -6.446160 7.248205  0.383
H91 3.312642 3.256632 -4.031907  -0.577
N11 -1.609688 -2.248013 -4.482840  0.459
H92 -3.303657 3.722736 2.434272  -0.012
H93 -1.604491 -8.005018 8.298430  0.503
H94 2.832237 -2.841341 -4.525261  0.184
N12 -3.662791 2.174547 3.819127  1.159
H95 0.323776 1.490575 3.140800  0.297
H96 -4.457279 -4.131484 -6.569221  0.292
H97 -1.854297 8.543690 0.679604  0.301
H98 -2.821304 -7.528527 -1.622984  0.406
H99 -2.388654 -1.091467 6.326348  0.301
C40 -1.344212 9.087382 -3.369746  -0.819
H100 4.158127 -6.921975 -7.353425  0.343
H101 3.215224 -4.560573 4.808411  -0.222
H102 -4.446406 0.126467 0.255072  -0.342
H103 3.502486 -8.007662 -5.128879  0.368
N13 5.147242 -2.037208 1.673038  0.891
C41 -1.138690 -0.135803 0.515589  -0.042
P4 0.705859 7.193768 2.348643  0.374
H104 7.165632 -0.728509 5.166174  0.217
H105 -2.615585 -0.686459 -3.415504  0.196
C42 -7.328547 -3.887074 2.464807  0.414
C43 -1.070088 -3.885651 6.148823  -0.909
H106 0.702276 -5.012824 7.960950  0.400
H107 3.092422 8.629099 2.733664  0.399
H108 -6.334831 0.166632 5.068010  0.382
H109 1.849981 2.983555 -2.277607  -0.386
H110 -8.133457 -3.746232 0.096290  0.256
H111 2.302631 5.057677 0.490459  -0.185
H112 6.354691 1.901039 2.431333  0.074
H113 -0.438575 -3.187991 3.826076  -0.070
H114 0.176940 9.900945 0.376110  0.301
H115 2.248562 -7.062344 -2.996336  0.466
C44 3.659843 2.959000 -6.623858  -0.367
H116 -0.366083 -0.556030 -4.859628  0.246
C45 4.169560 3.721500 -7.806592  -0.691
H117 1.730250 -0.701015 -0.583653  -0.042
C46 7.165154 -1.792244 4.903935  -0.941
C47 2.044808 -6.626734 -3.997729  0.241
H118 -2.924061 2.184877 7.826737  0.293
N14 -0.439092 9.504208 -4.418666  0.495
H119 -7.625012 -3.373771 4.511458  0.365
C48 1.990201 1.227822 0.475272  -0.387
O17 -1.023339 -9.510531 -1.997093  -0.518
H120 2.745275 9.355806 4.355331  0.345
C49 -0.883595 -8.203816 -2.429065  -0.415
H121 4.708056 -5.309706 4.172960  0.431
C50 7.980979 -1.771189 2.624027  -1.184
H122 -5.735821 -1.513647 5.370785  0.013
H123 4.808689 -3.769236 0.582432  0.607
H124 6.884994 4.169434 -8.169679  0.278
C51 4.980179 -0.608586 1.754175  0.503
H125 -0.832985 -5.852142 -6.417548  0.215
H126 -2.087715 -3.027854 -8.187953  0.251
H127 5.988651 1.897229 -3.639868  0.389
C52 -2.021464 -0.099359 6.599653  -0.799
C53 -3.252279 4.677265 -2.478334  -1.260
N15 2.127229 6.643057 1.883442  0.942
H128 -4.734596 -5.363182 5.145003  0.152
O18 -6.468909 -5.111652 4.335070  -0.493
H129 -2.591763 1.814787 -2.786465  0.109
C54 -2.595219 2.447277 -1.902217  -0.494
C55 6.519992 3.149940 -8.179534  -0.533
C56 -5.344879 1.029652 -1.758791  -0.897
H130 0.436579 -3.485075 0.079672  0.627
C57 0.999079 6.310373 -3.575841  -0.645
H131 3.718620 -0.192190 -2.159364  -0.209
C58 -4.756020 1.128256 0.569906  -0.288
H132 2.585052 9.369984 -7.761048  0.319
H133 6.377107 -2.350326 5.468094  0.308
H134 1.048762 5.258037 -3.912534  0.207
H135 6.047985 3.630190 2.772151  0.332
H136 -6.220724 0.386823 -1.514313  0.444
H137 -2.102498 -1.659709 1.647972  0.108
O19 -5.590607 -3.145188 -0.113036  -0.471
C59 -1.787298 -7.211333 -1.678036  0.542
H138 -3.212277 -2.293151 -3.168065  0.170
C60 4.225882 2.070948 3.948901  -0.713
H139 4.775908 -1.122483 -3.275517  0.652
O20 2.452864 1.844962 -0.738491  1.252
H140 3.243480 -2.218402 5.289739  0.735
N16 -1.125572 -3.784048 -6.404245  0.352
H141 -0.324472 -1.952093 1.557932  0.317
H142 -4.957798 -4.774092 -3.590741  0.235
H143 -1.558243 -4.700107 2.019135  -1.245
H144 3.162419 -1.887960 3.535312  -0.066
H145 -1.160600 -8.213582 -3.504441  0.311
H146 -4.061410 5.414068 -2.548905  0.482
H147 -5.307858 3.087786 4.814098  0.286
H148 -1.815462 -1.869661 -6.788039  0.371
C61 2.360780 9.693598 -6.760775  -1.119
C62 -4.269566 -3.463431 -5.713129  -1.123
C63 2.357273 9.111386 3.356422  -1.186
H149 -0.355431 -3.763422 -1.403902  -0.329
H150 6.285922 3.898724 0.274952  0.624
H151 -1.711114 -6.223190 -2.150535  -0.649
H152 -6.815805 5.028350 -3.164299  0.423
H153 4.670827 -2.217659 -0.357374  0.197
H154 -1.955442 -0.020754 -0.175168  -0.460
C64 -7.543963 -4.675072 0.284539  -0.724
H155 -5.604550 1.552768 -2.679761  0.200
H156 -2.390664 9.091034 -3.751598  0.225
H157 -2.646456 1.824162 -0.989988  -0.262
O21 3.053702 -2.080514 -2.590513  0.568
O22 5.179329 3.015576 -8.588552  -0.375
H158 6.634658 2.811469 -7.129686  0.149
H159 -7.090150 3.280622 -2.953153  0.237
C65 -0.484114 -9.847222 -0.702673  -0.534
H160 -0.912226 9.076298 -6.684243  0.360
H161 -1.832240 2.776716 2.946072  -0.298
H162 -1.492184 -4.426509 6.985745  0.617
H163 1.383874 1.964336 0.974056  0.534
C66 4.030014 -4.460472 4.062787  -0.339
H164 -1.625600 -1.823344 -2.479506  -0.174
H165 1.457570 6.481202 -0.073735  0.076
C67 2.509292 -7.561163 -5.212069  -0.858
H166 -0.259224 10.542402 -7.308121  0.299
H167 8.168107 -2.196307 5.197070  0.286
H168 -5.259237 3.174569 3.050037  0.195
O23 6.071780 -4.337341 2.396027  -0.941
H169 -7.079115 5.866383 -0.720376  0.350
H170 1.226815 -3.653032 4.346623  0.183
H171 -3.987199 1.593660 1.192382  0.030
H172 0.018110 11.336413 -3.585157  0.361
H173 3.996568 4.875363 -3.212765  0.386
H174 3.398014 -2.790008 0.603345  0.352
H175 -1.299261 -10.342662 -0.171511  0.260
H176 4.675125 2.959439 0.469066  -0.714
C68 -5.056807 2.549133 3.906294  -0.888
H177 3.620994 1.550532 -4.577148  0.140
H178 -4.085929 -0.759996 2.301691  -0.752
H179 -0.472715 6.962151 -6.438483  0.395
H180 3.851963 -5.528450 -6.348931  0.255
C69 -0.319719 -1.657962 -4.734472  -0.842
H181 -7.916765 4.346813 -0.764471  0.314
C70 -0.712438 6.713448 -5.397841  -1.083
H182 7.960877 0.916014 -0.634646  0.246
N17 -0.400491 -4.766825 5.225612  0.733
H183 0.693641 8.581716 -0.770742  0.060
H184 -4.582822 0.279685 -1.948092  0.187
N18 1.562695 -6.218957 6.514651  0.728
N19 -2.890153 0.920416 6.033470  0.576
P5 -4.780302 3.451991 -0.781155  0.349
H185 -2.557956 -6.075331 5.581184  0.212
H186 7.190348 2.536475 -8.800717  0.263
H187 -0.954992 -0.012970 6.300716  -0.132
H188 3.496193 -4.544301 3.087181  0.235
H189 -1.829151 2.601568 6.616643  0.314
H190 -5.594625 1.041582 1.255689  0.470
C71 -7.531939 -4.272361 3.924537  -0.730
P6 0.115014 -6.266019 5.682393  0.337
H191 2.945458 4.919698 2.679882  -0.051
H192 8.908914 -2.289075 2.913446  0.390
N20 -5.955111 4.344607 -1.453826  0.510
C72 -2.846974 2.208615 6.701923  -0.970
H193 1.751956 8.996986 0.560903  0.236
H194 5.207409 -0.081787 0.770042  -0.067
C73 -2.376760 -6.695028 6.434060  -1.257
O24 -1.982417 0.207154 3.705827  0.215
P7 0.926949 8.707572 -4.797013  0.495
H195 -3.039005 4.561607 -3.580462  0.362
C74 3.863741 -2.050227 4.392249  -0.685
C75 2.713968 1.875660 4.201246  -0.798
H196 1.851715 -6.211861 8.529581  0.379
H197 1.967183 6.637954 -3.241659  0.382
H198 -5.106745 -0.170132 6.261291  0.316
H199 3.273414 6.521775 0.132621  0.172
H200 -1.910996 -3.356223 5.649282  -0.002
O25 2.320163 -6.982400 -6.473802  -0.283
C76 -3.945462 -5.093937 -3.876094  -0.645
H201 3.994390 6.353010 2.588337  0.329
H202 -5.309836 -3.253886 -5.386895  0.336
N21 0.464973 7.146808 -4.627458  0.462
H203 -3.739194 -3.342592 -1.052231  -0.484
H204 0.255439 8.692737 5.314146  0.337
H205 -5.498374 -5.236481 0.248189  -0.017
H206 0.289614 -10.623815 -0.891529  0.264
C77 -2.769612 -7.732961 2.741717  -1.186
H207 -6.690594 4.721662 0.473999  0.304
H208 8.186573 -0.682773 2.662076  0.367
H209 2.304348 2.884557 4.046851  0.330
C78 -2.165970 -6.039793 0.376719  0.530
H210 -3.477675 2.940469 6.212699  0.251

Force components x, y, z for each atom (eV/Å):
C -2.3 1.0 0.9
O -0.4 -0.3 -0.1
H -0.5 0.2 -0.4
H 0.4 -0.3 0.4
C -0.2 1.6 -1.2
H -0.3 -0.2 -0.2
H -0.4 0.3 0.0
H -0.1 0.0 -0.2
H 0.4 0.4 0.3
H 0.0 -0.1 -0.1
C -2.4 1.1 1.4
O 0.5 0.9 0.3
H 0.2 0.0 -0.9
O -1.1 -0.9 0.4
C 0.6 0.3 -1.2
H 0.1 0.1 0.0
C -0.8 0.4 0.1
C -1.2 0.6 -1.0
C 1.6 -0.7 0.2
H -0.4 0.2 0.2
H -0.1 0.1 0.0
H -0.3 -0.1 0.4
H -0.3 0.3 -1.0
H -0.5 0.1 -0.8
H -0.3 -0.8 -0.5
H 0.4 -0.2 -0.3
H 0.9 0.1 0.2
H 0.0 -0.7 -0.2
P 1.1 -0.9 0.2
H 0.0 -0.4 0.3
H 0.1 -0.2 -0.5
O 0.4 -0.1 0.6
N -0.5 -0.6 -0.4
H 0.5 -0.3 0.6
H -0.3 0.4 0.1
C -1.3 0.6 -0.9
H -0.4 -0.4 0.0
H 0.4 0.4 0.4
H -0.2 0.2 0.4
C -0.3 0.9 0.1
H 0.0 -0.6 0.1
O 0.9 0.3 -0.5
H 0.5 -0.6 0.5
O 1.4 -0.4 0.3
H 0.0 -0.3 -0.4
C -0.5 0.2 -0.2
C 0.9 -0.5 0.2
C -0.8 0.8 0.6
H -0.7 0.4 0.1
H 0.1 0.6 0.2
C 0.2 0.8 0.8
O -0.7 -0.3 0.3
C -0.4 0.0 -0.2
H 0.2 0.5 0.0
H 0.3 0.5 0.4
C 0.7 0.1 -1.3
N -0.2 -0.2 -0.5
H -0.2 0.5 -0.1
N -0.4 -0.1 -0.8
H 0.1 -0.1 0.0
H 0.3 0.5 0.3
H -0.4 0.1 0.5
H -0.9 1.0 0.4
O 1.5 0.6 0.3
O -0.5 -0.7 -0.1
H 0.4 -0.4 -0.4
C -0.7 0.7 0.6
H -0.2 -0.1 -0.6
N -1.4 0.1 1.1
C 0.0 -0.7 1.6
H 0.0 0.3 0.4
H 0.0 -0.3 0.5
H 0.1 -0.2 -0.3
P 0.5 -0.2 0.6
H 0.0 -0.2 -0.6
H -0.5 -0.5 -0.3
C 0.5 -0.8 1.8
C -0.6 0.8 0.0
H 0.2 0.0 -0.1
O -0.9 0.5 -0.1
C 1.2 0.5 -0.1
H 0.3 -0.4 0.3
H 0.1 0.0 0.6
H -0.1 0.3 0.4
H 0.2 -0.4 -0.5
H -0.2 0.1 -0.1
C 1.3 -0.4 0.2
C 1.1 0.6 -0.6
C -1.0 1.1 1.2
H 0.3 -0.1 -0.3
O -0.9 -0.3 -0.4
H -0.2 -0.1 0.0
O 0.9 -0.1 0.5
H 0.2 -0.3 -0.6
H 0.1 -0.1 0.2
C -0.9 0.7 -0.8
C -0.5 -0.9 0.5
H -0.4 0.0 0.3
H 0.2 0.1 0.3
H 0.4 0.7 -0.6
C 0.1 -2.4 0.3
H -0.7 -0.4 0.5
H -0.7 -0.6 0.2
C -0.4 -1.2 1.6
C 0.6 0.4 0.2
H -0.3 0.1 0.9
C 0.6 -1.5 -0.3
H 0.3 0.1 -0.1
P -0.2 -0.7 2.5
H -0.2 -0.1 -0.5
C 0.3 0.6 -1.5
H 0.1 -0.3 0.4
H 0.2 -0.1 -0.2
C -0.3 0.8 -0.6
H 0.0 0.1 0.0
H 0.1 0.2 0.0
N 0.3 -0.5 -0.3
H -0.2 0.5 -0.2
O -0.8 -1.1 0.6
C -1.1 -1.0 -0.4
H 0.2 0.2 0.0
H 0.1 0.2 0.6
H 0.0 0.3 0.2
H 0.2 -0.2 0.0
N 1.5 -2.0 -0.3
H 0.3 0.1 -0.1
H 0.0 -0.1 0.1
C 0.5 0.2 -0.8
H 0.4 -0.2 -0.4
O 0.1 0.1 0.0
H 0.7 0.1 -0.3
H -0.3 -0.2 0.1
H 0.3 0.3 -0.3
H 0.8 -0.4 -0.3
H 0.4 0.3 0.4
C -0.6 -0.1 -0.1
H 0.5 -0.2 -0.1
C 0.4 -1.1 0.8
H -0.2 0.6 0.3
H 0.4 0.1 0.0
H -0.1 -0.3 0.2
O 0.3 0.3 1.4
N 0.0 -0.4 -1.1
C -1.9 0.2 0.0
N 1.1 -0.1 -1.0
C 0.3 -0.8 -0.4
C -0.5 -0.8 1.0
H 0.2 0.3 0.4
H 0.5 0.4 -0.4
H -0.3 0.5 0.1
N 0.9 -1.0 0.1
C -0.4 -0.9 1.0
H 0.2 -0.5 -0.1
H -0.9 0.0 -0.5
O -0.3 -0.2 0.4
N -0.4 0.4 0.4
H 0.0 -0.2 0.1
H 0.3 0.3 0.0
H 0.2 -0.8 -0.3
N -0.2 0.5 -0.7
H 0.8 -0.3 1.0
H 0.0 -0.1 0.0
H 0.4 0.1 0.0
N -0.3 0.3 -0.4
H -0.2 -0.1 -0.1
H 0.6 0.0 0.0
H -0.8 0.0 -0.3
H -0.4 -0.2 -0.4
H 0.2 0.1 0.0
C -0.9 0.8 0.1
H 0.0 0.0 -0.2
H 0.6 0.3 0.0
H 0.1 0.1 0.3
H 0.4 0.5 0.3
N -0.5 -0.5 -0.3
C 0.6 -1.4 -0.3
P -0.9 0.8 1.1
H -0.1 0.0 0.0
H 0.3 0.0 -0.3
C -0.9 -0.1 -0.1
C -0.4 1.0 0.1
H 0.1 0.3 -0.1
H 0.5 0.0 0.0
H -0.3 0.0 -0.3
H 0.3 0.4 0.0
H 0.1 -0.6 -0.3
H 0.2 0.3 -0.1
H 0.6 -0.2 0.0
H -0.1 0.1 0.2
H 0.3 -0.1 -0.1
H -0.1 -0.2 -0.6
C 1.0 0.2 0.8
H -0.3 -0.4 0.4
C 0.7 -1.1 -1.5
H 1.0 -0.3 -0.2
C -0.2 -1.0 1.4
C 0.1 0.3 -0.9
H -0.8 -0.4 -1.1
N -0.6 0.3 0.1
H -0.1 0.4 0.6
C 0.5 -0.9 -2.0
O 0.3 -0.5 0.5
H 0.2 -0.1 -0.2
C -0.5 1.5 0.3
H -0.1 0.3 -0.1
C -0.1 0.8 -0.1
H -0.2 0.6 -0.1
H 0.5 -0.4 -0.3
H -0.1 0.5 -0.4
C 0.3 0.7 -1.4
H 0.3 -0.4 0.2
H 0.6 0.4 0.5
H -0.2 -0.4 0.4
C 0.2 0.0 0.9
C 1.2 2.2 -2.4
N 0.5 -0.6 -2.8
H 0.8 -0.2 0.2
O -1.3 -0.8 0.7
H -0.1 0.0 -0.1
C -0.3 0.2 0.7
C 0.3 -0.6 1.5
C -1.5 -1.3 0.1
H 0.0 0.6 0.0
C -1.3 -1.4 -0.1
H 0.2 -0.1 0.4
C 0.2 -0.3 0.9
H 0.2 -0.6 -0.5
H 0.8 0.7 0.0
H 0.4 0.3 -0.3
H 0.7 0.2 0.0
H 0.2 0.4 -0.2
H -0.2 -0.2 0.5
O 0.2 0.4 1.1
C 0.6 0.2 1.0
H -0.2 -0.4 0.3
C 0.5 1.3 0.5
H 0.5 -0.1 0.1
O 0.7 -0.2 0.8
H 0.2 0.1 -0.2
N 0.2 0.0 -3.0
H -0.1 0.2 0.3
H 0.2 -0.4 0.1
H 0.1 -0.8 -0.1
H 0.3 0.0 0.5
H 0.2 0.3 0.6
H 0.3 0.0 0.8
H 0.0 0.4 0.3
H 0.1 -0.3 -0.8
C -0.2 1.7 -1.0
C -1.6 0.7 -0.4
C 0.5 1.0 -0.1
H -0.6 0.4 0.2
H -0.3 0.5 0.4
H 0.0 -0.2 -0.1
H -0.1 0.0 -0.3
H 0.5 -0.3 0.0
H -0.9 0.2 0.2
C 0.6 0.8 -1.6
H 0.3 0.2 0.3
H 0.5 -0.2 0.2
H -0.1 0.3 -0.6
O 0.1 -0.8 -0.2
O -0.6 0.4 0.2
H 0.0 0.0 -0.4
H 0.7 0.7 0.2
C 0.0 -1.1 -1.1
H -0.2 -0.3 -0.6
H -0.2 0.1 0.1
H 0.1 0.0 0.1
H -0.5 0.0 0.6
C -1.7 -0.8 -0.1
H -0.3 0.1 0.5
H -0.1 0.3 -0.7
C -1.0 -0.3 1.3
H 0.3 -0.2 -0.2
H -0.7 0.2 -0.3
H -0.4 0.2 -0.3
O 0.4 0.3 -0.3
H -0.2 0.7 -0.2
H -1.0 -0.1 -0.1
H 0.2 0.0 -0.3
H -0.3 0.2 -0.7
H 0.5 0.2 0.7
H -0.1 0.3 0.6
H 0.1 0.2 0.3
H 0.1 0.8 -0.6
C -0.3 -0.3 0.0
H 0.1 0.0 0.5
H -0.2 0.2 0.0
H -0.8 0.1 0.1
H -0.1 0.2 0.9
C 0.6 1.1 0.1
H 0.1 -0.2 0.1
C 1.4 -1.5 -0.1
H -0.1 0.1 0.1
N -0.4 0.8 0.2
H -0.1 0.6 0.6
H 0.7 0.1 -0.2
N -1.8 0.2 -1.3
N -0.4 -0.2 0.3
P -0.4 0.2 2.4
H 0.0 0.6 -0.4
H -0.6 0.2 0.0
H -0.5 0.0 0.0
H 0.3 -0.2 0.4
H 0.2 0.3 -0.2
H -0.5 -0.2 -0.1
C 1.5 -1.2 -1.4
P 1.0 -0.3 -1.1
H 0.1 0.1 0.3
H -0.4 -0.1 0.0
N 0.9 -1.3 -1.4
C 1.5 0.2 0.5
H -0.4 0.3 0.2
H -0.6 -0.9 0.8
C -1.0 -1.2 0.2
O 0.5 -0.2 -0.6
P -0.5 -0.7 0.7
H 0.4 -0.1 0.8
C -1.4 0.0 0.2
C 2.3 1.2 0.0
H 0.1 0.7 -0.1
H 0.2 0.3 0.2
H 0.1 0.3 0.3
H -0.1 0.1 -0.4
H 0.4 -0.2 0.1
O -1.0 -0.2 0.8
C 0.1 0.3 -1.2
H 0.3 -0.3 0.1
H 0.5 -0.2 0.5
N -0.6 -0.7 -0.7
H 0.0 0.6 -0.4
H 0.5 0.5 -0.2
H 0.2 0.5 0.1
H -0.2 0.6 0.3
C 0.2 1.2 0.6
H 0.2 -0.4 -0.1
H 0.2 -0.4 -0.4
H -0.6 -0.2 -0.9
C 1.4 -0.5 -0.9
H -0.4 -0.1 0.3